i) ORCA calculation (wB97M-V/def2-TZVPD) on the molecule C19H22N2O4.

Output
* SMILES: CCOc1ncccc1C(=O)O[C@H](C)C(=O)Nc1ccc(CC)cc1
* orbital gap: 8.6 eV
* molecular weight: 342.395 g/mol

Structure (XYZ):
```
47
Properties=species:S:1:pos:R:3:nbo_charge:R:1
C -1.16354 4.92287 -1.26630 -0.623
C -0.77749 4.07161 -2.46225 -0.064
O 0.20428 3.13474 -2.02767 -0.472
C 0.68267 2.29361 -2.93158 0.566
N 0.21037 2.33603 -4.16937 -0.498
C 0.65554 1.46280 -5.05812 0.083
C 1.58317 0.47980 -4.76551 -0.310
C 2.09399 0.43217 -3.47655 -0.099
C 1.66135 1.35110 -2.53171 -0.263
C 2.21690 1.37260 -1.16027 0.786
O 2.34280 2.34223 -0.46320 -0.554
O 2.58241 0.12620 -0.78246 -0.533
C 3.15910 -0.02961 0.51479 -0.005
C 4.30637 -1.03031 0.42804 -0.615
C 2.13083 -0.51865 1.55342 0.664
O 2.43379 -0.58982 2.72297 -0.609
N 0.93994 -0.85827 1.01232 -0.599
C -0.23021 -1.29332 1.64589 0.129
C -0.31560 -1.49717 3.01858 -0.184
C -1.50784 -1.92192 3.57389 -0.213
C -2.63200 -2.15140 2.79115 -0.033
C -3.90752 -2.65505 3.40319 -0.412
C -3.91675 -4.18468 3.44010 -0.592
C -2.53352 -1.94813 1.42029 -0.192
C -1.34999 -1.52291 0.85060 -0.240
H -0.28375 5.42114 -0.86949 0.218
H -1.58636 4.29885 -0.48385 0.214
H -1.89536 5.66773 -1.56503 0.214
H -0.35678 4.68258 -3.26851 0.187
H -1.64042 3.52774 -2.86389 0.186
H 0.23554 1.56795 -6.04957 0.196
H 1.90850 -0.21752 -5.51994 0.225
H 2.83760 -0.30016 -3.20028 0.231
H 3.52419 0.94667 0.85936 0.238
H 4.69943 -1.19965 1.42612 0.240
H 3.94599 -1.97246 0.02097 0.211
H 5.09692 -0.64677 -0.21194 0.216
H 0.86698 -0.75895 0.00676 0.412
H 0.54674 -1.31839 3.63828 0.245
H -1.56474 -2.07456 4.64192 0.210
H -4.00624 -2.27071 4.42023 0.207
H -4.76195 -2.30413 2.82083 0.205
H -3.07856 -4.55303 4.02711 0.206
H -4.83992 -4.54986 3.88421 0.206
H -3.83181 -4.58780 2.43335 0.204
H -3.39506 -2.12016 0.79091 0.209
H -1.28998 -1.36306 -0.21778 0.205
```

***

ii) ORCA calculation (wB97M-V/def2-TZVPD) on the molecule C19H22N2O4.

Output
* SMILES: C[C@H]1CCCCN1C(=O)COc1ccc(NC(=O)c2ccco2)cc1
* orbital gap: 8.6 eV
* molecular weight: 342.395 g/mol

Structure (XYZ):
```
47
Properties=species:S:1:pos:R:3:nbo_charge:R:1
C 1.45024 2.09425 -0.07493 -0.622
C 2.79152 1.62199 -0.63874 -0.054
C 3.99356 2.30327 0.02078 -0.403
C 4.22257 1.80278 1.44339 -0.402
C 4.36031 0.28539 1.42311 -0.405
C 3.11853 -0.35084 0.79636 -0.217
N 2.90767 0.16987 -0.53653 -0.443
C 2.81485 -0.55441 -1.66613 0.662
O 2.80231 -0.05069 -2.77677 -0.639
C 2.70299 -2.08150 -1.54655 -0.165
O 1.86085 -2.56014 -0.52046 -0.500
C 0.57397 -2.10199 -0.45610 0.286
C -0.04585 -1.30498 -1.41068 -0.310
C -1.34882 -0.87721 -1.22454 -0.171
C -2.05688 -1.24386 -0.08600 0.109
N -3.36928 -0.83256 0.16016 -0.590
C -4.15503 0.00961 -0.56982 0.637
O -3.83322 0.56259 -1.60270 -0.599
C -5.48616 0.20410 0.03124 0.150
C -6.53396 0.97061 -0.40961 -0.239
C -7.56949 0.80488 0.53482 -0.314
C -7.08200 -0.04643 1.47979 0.112
O -5.82673 -0.41702 1.18963 -0.407
C -1.43928 -2.06121 0.86079 -0.216
C -0.14100 -2.48234 0.68000 -0.248
H 1.38974 1.95706 1.00114 0.198
H 1.31661 3.15010 -0.29418 0.216
H 0.63808 1.53952 -0.53987 0.226
H 2.80579 1.84313 -1.71116 0.250
H 3.83471 3.38227 0.01633 0.212
H 4.88362 2.09127 -0.57581 0.207
H 3.38666 2.08826 2.08423 0.196
H 5.12566 2.25774 1.85425 0.212
H 4.48814 -0.10442 2.43409 0.211
H 5.23930 0.00884 0.83661 0.199
H 3.24264 -1.43077 0.76199 0.230
H 2.23920 -0.13266 1.41375 0.193
H 3.68854 -2.50896 -1.33529 0.214
H 2.37473 -2.44631 -2.52824 0.211
H 0.47104 -1.00353 -2.30685 0.240
H -1.81952 -0.25275 -1.96507 0.251
H -3.78120 -1.20420 1.00597 0.408
H -6.54246 1.56803 -1.29714 0.247
H -8.54027 1.25523 0.51474 0.234
H -7.51614 -0.44923 2.37388 0.206
H -1.98152 -2.36238 1.74623 0.206
H 0.34497 -3.11041 1.40990 0.225
```

***

Which of them is most stable, and which least? Most stable: i); least stable: ii).

***

i) ORCA calculation (wB97M-V/def2-TZVPD) on the ion C6H16N with charge +1.

Output
* SMILES: CCCC[C@H](C)[NH3+]
* orbital gap: 11.2 eV
* total charge: +1
* molecular weight: 102.201 g/mol

Structure (XYZ):
```
23
Properties=species:S:1:pos:R:3:nbo_charge:R:1
C -0.79078 2.22978 1.80629 -0.612
C -1.11288 1.74421 0.39156 -0.398
C -1.35747 0.23786 0.24033 -0.394
C -0.06090 -0.56831 0.49101 -0.436
C 0.81119 -0.72099 -0.74296 0.007
C 0.18636 -1.39423 -1.94674 -0.669
N 2.03542 -1.61793 -0.31575 -0.692
H 0.22925 1.93898 2.07124 0.188
H -1.48681 1.88356 2.55531 0.217
H -0.75828 3.32032 1.81446 0.232
H -0.30722 2.03305 -0.29302 0.187
H -1.99758 2.28540 0.05439 0.224
H -2.06294 -0.12084 0.97922 0.226
H -1.79175 0.06680 -0.74014 0.213
H -0.31908 -1.57622 0.80465 0.218
H 0.52677 -0.05198 1.25002 0.223
H 1.38327 0.16129 -1.03747 0.217
H 0.77364 -1.45096 -2.84961 0.246
H -0.38951 -2.27250 -1.67032 0.235
H -0.58765 -0.65155 -2.19492 0.256
H 2.82249 -1.51784 -0.96365 0.436
H 2.41734 -1.33805 0.59062 0.437
H 1.83712 -2.61986 -0.29449 0.436
```

***

ii) ORCA calculation (wB97M-V/def2-TZVPD) on a structure of composition C6H16N.

Output
* orbital gap: 7.3 eV
* total charge: +1
* molecular weight: 102.201 g/mol

Structure (XYZ):
```
23
Properties=species:S:1:pos:R:3:nbo_charge:R:1
C 2.27554 -0.03019 -0.38098 -0.579
C 1.06494 0.86032 -0.45943 -0.244
C -0.03428 0.37778 0.26844 0.444
C -1.39245 0.61497 -0.34845 -0.352
C -2.57319 0.67705 0.68190 -0.600
C -1.79570 -0.54262 -1.33450 -0.581
N 1.56379 2.34124 -0.42395 -0.675
H 2.83807 0.35813 0.46007 0.235
H 1.71083 -0.87641 0.00706 0.196
H 2.91527 -0.14572 -1.22907 0.262
H 0.75106 0.72537 -1.53605 0.237
H 3.20302 -5.95287 3.28823 0.010
H -0.07615 0.25778 1.30752 0.217
H -1.43088 1.56185 -0.97883 0.284
H -2.64192 1.58944 1.17488 0.227
H -2.47027 -0.10760 1.33960 0.215
H -3.51196 0.69336 0.25401 0.240
H -1.03125 -0.58527 -2.16134 0.220
H -1.56070 -1.54196 -0.94252 0.235
H -2.77684 -0.38750 -1.77968 0.264
H 1.06397 2.82403 0.46583 0.381
H 2.64438 -5.47296 3.56410 -0.010
H 1.26472 2.76177 -1.23685 0.374
```

***

Which of them is most stable, and which least? Most stable: i); least stable: ii).

***

i) ORCA calculation (wB97M-V/def2-TZVPD) on a cluster of 2 separate species, C6H16N in total.

Output
* orbital gap: 8.4 eV
* total charge: +1
* molecular weight: 102.201 g/mol

Structure (XYZ):
```
23
Properties=species:S:1:pos:R:3:nbo_charge:R:1
C 1.00817 2.29849 -0.47514 -0.629
C 1.13795 0.78961 -0.45443 -0.159
C -0.01314 0.00717 -0.41547 -0.078
C 1.02593 0.18353 1.02026 -0.502
C 1.58157 -1.21631 1.28991 -0.398
C 0.55950 -2.21353 1.82124 -0.614
N -3.90460 0.29977 -2.44332 -1.086
H 1.98057 2.75579 -0.32879 0.243
H 0.66347 2.62472 -1.45168 0.255
H 0.36037 2.66511 0.31565 0.229
H 2.03579 0.47726 -0.95476 0.273
H -0.95324 0.54267 -0.50006 0.278
H 0.07219 -0.99280 -0.83119 0.266
H 0.12990 0.44033 1.61949 0.324
H 1.66442 0.88949 1.56927 0.383
H 1.99891 -1.60231 0.35928 0.216
H 2.41747 -1.12701 1.97677 0.238
H -0.13456 -2.51494 1.04538 0.209
H 0.02092 -1.84942 2.69217 0.221
H 1.09196 -3.12980 2.09188 0.244
H -4.66928 -0.05073 -1.87490 0.363
H -4.31029 1.11192 -2.89631 0.365
H -3.76398 -0.38902 -3.17525 0.362
```

***

ii) ORCA calculation (wB97M-V/def2-TZVPD) on the ion C6H16N with charge +1.

Output
* SMILES: CCCC[C@@H](C)[NH3+]
* orbital gap: 11.2 eV
* total charge: +1
* molecular weight: 102.201 g/mol

Structure (XYZ):
```
23
Properties=species:S:1:pos:R:3:nbo_charge:R:1
C 1.67536 -2.32143 0.66853 -0.616
C 0.24364 -2.03319 0.23245 -0.406
C -0.52128 -0.96451 0.97638 -0.400
C -0.05318 0.47300 0.73913 -0.421
C -0.25040 0.96081 -0.68811 -0.044
C -1.72457 1.22626 -0.98411 -0.665
N 0.46868 2.31121 -0.77030 -0.670
H 1.72383 -2.52777 1.73468 0.220
H 1.97445 -3.24438 0.19558 0.230
H 2.37301 -1.55385 0.34065 0.195
H 0.18937 -1.84804 -0.84994 0.188
H -0.35566 -2.94970 0.33208 0.228
H -0.62120 -1.05505 2.05646 0.232
H -1.57745 -1.03752 0.70113 0.212
H -0.59200 1.14764 1.41207 0.218
H 0.99150 0.51159 1.01759 0.209
H 0.20214 0.29467 -1.41897 0.236
H -2.39879 0.99242 -0.15197 0.249
H -2.15851 0.68763 -1.82178 0.258
H -1.96235 2.28915 -1.12975 0.220
H 0.59014 2.59331 -1.74196 0.446
H 1.37710 2.27845 -0.30107 0.443
H -0.09356 2.99567 -0.26542 0.440
```

***

Which of them is most stable, and which least? Most stable: ii); least stable: i).

***

i) ORCA calculation (wB97M-V/def2-TZVPD) on a cluster of 2 separate species, C3H3F2I in total.

Output
* orbital gap: 9.0 eV
* molecular weight: 203.957 g/mol

Structure (XYZ):
```
9
Properties=species:S:1:pos:R:3:nbo_charge:R:1
C -0.05733 0.09105 0.21902 -0.405
C -0.78390 -0.97682 0.40811 -0.313
C -1.04082 2.60262 0.22258 0.669
F -0.12521 2.66405 1.19708 -0.341
F -2.22418 2.34822 0.78787 -0.329
I -2.53423 -1.52788 -0.65425 0.122
H 0.83405 0.38388 0.71685 0.217
H -0.36796 1.00771 -0.29986 0.174
H -0.52403 -1.69941 1.11513 0.207
```

***

ii) ORCA calculation (wB97M-V/def2-TZVPD) on the molecule C3H3F2I.

Output
* SMILES: C=C(I)C(F)F
* orbital gap: 9.9 eV
* molecular weight: 203.957 g/mol

Structure (XYZ):
```
9
Properties=species:S:1:pos:R:3:nbo_charge:R:1
C -0.07833 1.58012 0.30708 -0.427
C 0.46171 0.40563 -0.06588 -0.261
I 2.41337 0.09448 -0.53202 0.204
C -0.41501 -1.23553 -0.11053 0.588
F -1.72342 -1.21337 0.06702 -0.330
F -0.23751 -1.76933 -1.35137 -0.346
H 0.61093 2.38297 0.25903 0.213
H -1.00219 1.66335 0.78513 0.224
H -0.02955 -1.90832 0.64155 0.136
```

***

Which of them is most stable, and which least? Most stable: ii); least stable: i).